Record 1
C3H5N | the ωB97M-V functional and the def2-TZVPD basis

Output
Multiplicity: 1
Charge: 0
Relative energy (zero: lowest compared OMol25 entry of this formula, charge and spin) (kcal/mol): 51.1

Geometry (Å):
C: -0.16937 0.11973 -1.47294
C: 0.59411 -0.56639 0.88135
C: -0.59842 0.64683 -0.21328
N: 0.06841 -0.10826 -2.56591
H: -0.29136 -1.33379 1.09647
H: 1.41817 -0.76853 0.20615
H: 0.84488 -0.12466 1.85141
H: -0.40366 1.71223 -0.05848
H: -1.46277 0.42284 0.27523



Record 2
CH2F2O2 | the ωB97M-V functional and the def2-TZVPD basis

Output
Structure (SMILES): O=CF.OF
Multiplicity: 1
Charge: 0
Relative energy (zero: lowest compared OMol25 entry of this formula, charge and spin) (kcal/mol): 108.7

Geometry (Å):
O: -0.66470 0.45692 0.21056
C: -1.63167 -0.15852 0.07311
F: -2.83895 0.34561 0.29627
H: -1.89824 -1.25454 -0.18452
O: 2.49318 0.64310 -0.36329
F: 2.86523 -0.25674 0.63316
H: 1.67515 0.22417 -0.66530



Record 3
C9H11ClNP | the ωB97M-V functional and the def2-TZVPD basis

Output
Multiplicity: 1
Charge: 0
Relative energy (zero: lowest compared OMol25 entry of this formula, charge and spin) (kcal/mol): 44.1

Geometry (Å):
C: -2.25064 0.68777 0.89522
C: -1.91429 -0.32699 0.05061
C: -1.28379 1.58411 1.31690
C: -0.62632 -0.49624 -0.53096
C: 0.06916 1.31886 0.93105
C: 0.34263 0.39478 -0.06051
C: -0.29240 -1.51033 -1.58109
C: 1.06280 -2.14209 -1.24101
C: 1.03878 2.19589 1.70843
N: 2.09545 -1.10396 -1.24688
P: 1.99129 0.35912 -0.56186
Cl: 1.05973 -2.28713 1.90834
H: -3.25633 0.79189 1.12292
H: -2.74727 -0.90912 -0.30785
H: -1.60322 2.39240 1.98875
H: -1.08026 -2.30517 -1.64259
H: -0.27064 -0.98769 -2.67533
H: 0.87264 -2.75146 -0.33304
H: 1.07858 -3.06330 -1.93769
H: 0.88361 1.70075 2.81094
H: 2.03624 2.28734 1.22456
H: 0.56827 3.22931 1.74814
H: 3.00169 -1.45229 -1.45743



Record 4
C27H79F3N11O13Y | the ωB97M-V functional and the def2-TZVPD basis

Output
Multiplicity: 1
Charge: +2

Geometry (Å):
Y: 11.28876 0.49635 -16.65719
C: 10.85511 4.25829 -16.30151
O: 12.12763 4.43779 -15.68095
O: 10.76500 2.93562 -16.67584
C: 9.84502 4.89864 -15.28382
F: 10.20820 4.51069 -14.04108
F: 9.88670 6.22193 -15.25248
F: 8.59189 4.54831 -15.43957
C: 12.59760 5.77848 -15.74938
C: 13.98711 5.91471 -15.10377
H: 14.00748 5.31028 -14.19470
H: 14.72831 5.62798 -15.85203
H: 14.20330 6.94571 -14.83087
H: 11.98035 6.42572 -15.11676
H: 12.66531 6.29663 -16.71193
H: 10.72728 4.88398 -17.19353
C: 5.88159 3.57308 -18.62780
C: 6.83467 2.37807 -18.52045
C: 8.06744 2.59681 -19.40420
O: 7.61534 2.73993 -20.71495
C: 8.65158 2.60693 -21.66556
N: 7.14687 2.22805 -17.09780
H: 5.00443 3.43029 -17.98775
H: 5.41786 3.74208 -19.59650
H: 6.41020 4.39318 -18.13902
H: 6.27912 1.50060 -18.86555
H: 8.90073 1.90210 -19.24553
H: 8.41004 3.57241 -19.01801
H: 8.29443 2.60376 -22.69261
H: 9.20522 1.67389 -21.51561
H: 9.38279 3.41674 -21.58697
H: 6.42794 1.73809 -16.57020
H: 7.16410 3.08601 -16.59027
C: 13.02184 3.68624 -9.05006
C: 13.96251 2.90753 -9.99693
C: 14.45761 3.77638 -11.13087
O: 13.42516 4.32380 -11.94527
C: 12.63094 3.36689 -12.62479
N: 15.07802 2.36175 -9.19720
H: 12.79860 3.12705 -8.14475
H: 12.15229 4.02162 -9.61848
H: 13.45329 4.63599 -8.72118
H: 13.35774 2.02723 -10.25054
H: 15.14668 3.18732 -11.75135
H: 15.04747 4.59839 -10.72664
H: 11.85882 3.06029 -11.91162
H: 13.10447 2.50318 -13.09933
H: 12.07303 3.98824 -13.32652
H: 15.69541 1.75721 -9.73926
H: 14.67912 1.64672 -8.59217
C: 15.73798 5.57142 -18.64956
C: 16.47546 6.82218 -19.14259
C: 16.96641 7.62112 -17.93126
O: 15.85592 8.02935 -17.15514
C: 16.26045 8.54796 -15.89736
N: 17.64835 6.53654 -19.98672
H: 14.88334 5.93608 -18.07355
H: 16.40772 5.11883 -17.90497
H: 15.34943 4.86337 -19.37931
H: 15.75498 7.45568 -19.66720
H: 17.66352 8.41822 -18.18675
H: 17.53090 6.89246 -17.32810
H: 16.49773 7.72283 -15.21487
H: 15.49303 9.14575 -15.41089
H: 17.17752 9.13847 -15.94804
H: 17.41051 6.20440 -20.90997
H: 18.10739 5.81529 -19.43852
C: 5.41066 6.33884 -16.34910
C: 5.49152 6.51293 -14.82323
C: 5.48645 8.01406 -14.49553
O: 5.92087 8.20202 -13.15790
C: 5.86656 9.56197 -12.84542
N: 4.31713 5.91830 -14.19751
H: 6.32675 6.59875 -16.87548
H: 4.56016 6.85582 -16.79775
H: 5.12197 5.30656 -16.56082
H: 6.40177 6.13524 -14.34614
H: 4.48854 8.42322 -14.68031
H: 6.13586 8.55398 -15.19774
H: 6.34108 9.80489 -11.89936
H: 4.88383 10.05852 -12.88787
H: 6.26346 10.22085 -13.63635
H: 3.95949 5.01358 -14.47101
H: 4.43787 5.83943 -13.19439
C: 8.68833 11.48084 -14.89007
C: 8.97989 10.00237 -15.26401
C: 10.24867 9.83718 -16.07923
O: 10.26470 10.77062 -17.12054
C: 11.36771 10.73132 -18.00158
N: 8.96877 9.17173 -14.05355
H: 9.62792 11.95059 -14.60538
H: 7.89610 11.60647 -14.15682
H: 8.32107 11.97391 -15.79086
H: 8.21507 9.63459 -15.96285
H: 10.34376 8.78189 -16.38235
H: 11.14072 9.97334 -15.44855
H: 11.65894 9.71993 -18.30850
H: 12.23773 11.25256 -17.60093
H: 10.98846 11.19740 -18.91010
H: 9.01316 8.19525 -14.34977
H: 8.03191 9.17167 -13.64771
O: 8.98438 0.29703 -17.15778
H: 8.43323 1.16090 -17.11352
H: 8.35301 -0.39555 -16.90468
O: 13.90742 7.23520 -11.44102
H: 13.53178 7.85849 -12.07927
H: 13.80307 6.37675 -11.86439
O: 12.01731 8.42556 -13.23644
H: 11.67106 7.52727 -13.26362
H: 11.23542 8.98081 -13.07608
C: 12.43887 4.34169 -20.61047
O: 11.92119 3.21660 -20.52612
N: 12.57557 5.15042 -19.52063
N: 13.08627 4.72506 -21.72306
H: 12.59910 6.14389 -19.70257
H: 12.14642 4.91316 -18.64605
H: 13.66465 5.54411 -21.64637
H: 12.90892 4.25386 -22.58991
C: 15.08537 10.77865 -13.13562
O: 14.64600 11.62028 -13.91263
N: 16.17663 11.13277 -12.33527
N: 14.50625 9.61877 -12.77292
H: 16.68911 11.89997 -12.74070
H: 16.70765 10.40660 -11.88450
H: 14.98843 8.96449 -12.18761
H: 13.63687 9.44594 -13.26614
C: 14.40671 2.20191 -17.18955
O: 13.27312 1.61219 -17.20799
N: 15.27431 2.20368 -18.21677
N: 14.62553 3.14069 -16.26552
H: 15.05704 1.69134 -19.05566
H: 15.86354 3.01949 -18.23788
H: 14.03482 3.34199 -15.47112
H: 15.59897 3.37758 -16.13417



Record 5
C4H9BrN5 | the ωB97M-V functional and the def2-TZVPD basis

Output
Structure (SMILES): CCNn1cnc(N)[n+]1Br
Multiplicity: 1
Charge: +1
Relative energy (zero: lowest compared OMol25 entry of this formula, charge and spin) (kcal/mol): 0.0

Geometry (Å):
C: -1.13482 -1.10768 -2.47862
C: 0.13635 -1.10501 -1.64445
N: 0.53475 0.27885 -1.23072
N: 0.72045 0.41549 0.13331
C: 1.76390 0.26069 0.94599
N: 1.46870 0.51096 2.21019
C: 0.17584 0.86649 2.20844
N: -0.54693 1.21054 3.26930
N: -0.30865 0.84000 0.94857
Br: -1.95180 1.33802 0.34088
H: -1.59554 -2.09493 -2.44871
H: -1.85211 -0.38327 -2.09798
H: -0.93349 -0.86512 -3.52103
H: 0.96326 -1.52746 -2.21755
H: 0.03429 -1.71452 -0.74571
H: 1.42896 0.53085 -1.63675
H: 2.72475 -0.06148 0.57396
H: -1.55014 1.14145 3.26858
H: -0.07778 1.46613 4.12230



Record 6
C12H18NO2 | the ωB97M-V functional and the def2-TZVPD basis

Output
Multiplicity: 1
Charge: +1
Relative energy (zero: lowest compared OMol25 entry of this formula, charge and spin) (kcal/mol): 164.2

Geometry (Å):
C: -0.54868 -1.77641 0.20988
C: 0.50798 -1.50922 -0.65448
C: 0.02379 0.91478 -0.99568
C: -0.15057 1.26604 0.29957
C: -1.52776 -0.79807 0.72716
C: -0.93417 -0.36913 2.02976
C: 0.63076 -0.25456 -1.41206
C: 0.24106 0.60105 1.66282
C: 1.63755 -0.02367 -2.50011
C: 1.57454 -0.09353 1.69202
C: 0.49901 1.70067 2.69385
C: -2.82751 -0.70613 -3.38140
N: -1.39938 -0.32740 -3.10418
O: -2.60121 -0.43726 0.34684
O: -0.90837 0.46941 -3.81448
H: -0.61069 -2.73784 0.64492
H: 1.32102 -2.26799 -0.81592
H: 0.00121 1.68842 -1.76000
H: -0.66292 2.29091 0.44022
H: -1.74313 0.17563 2.64435
H: -0.58890 -1.23486 2.52223
H: 1.07704 0.10992 -3.36664
H: 2.35812 -0.84555 -2.45186
H: 2.16472 0.80028 -2.10579
H: 1.65192 -0.97096 1.06936
H: 1.85628 -0.36927 2.71235
H: 2.36642 0.62600 1.36219
H: -0.31533 2.54356 2.50310
H: 1.54326 2.16335 2.56750
H: 0.41090 1.39621 3.81194
H: -3.20960 -0.18493 -4.28048
H: -3.34145 -0.68098 -2.35585
H: -2.83208 -1.79328 -3.53445



no.,HOMO-LUMO gap (eV),HOMO energy (eV)
1,11.07,-10.28
2,12.17,-11.44
3,5.36,-7.39
4,3.13,-12.34
5,9.46,-13.69
6,6.84,-12.71